[1]
{"formula": "C5H11NO", "method": "ωB97M-V with the def2-TZVPD basis set", "smiles": "CC(C)(C=O)CN", "multiplicity": 1, "orbital_gap_ev": 9.67, "relative_energy_kcal_mol": 33.5, "largest_force_ev_per_a": 4.43, "e_lumo_ha": 0.0288, "symbols": ["C", "C", "C", "C", "O", "C", "N", "H", "H", "H", "H", "H", "H", "H", "H", "H", "H", "H"], "positions_angstrom": [[-0.979876, 0.606560, -1.057080], [-0.086151, 0.378926, 0.160406], [-0.823631, -0.346329, 1.284043], [0.457655, 1.653859, 0.642010], [1.553688, 2.095802, 0.740947], [1.274951, -0.512402, -0.293599], [1.023616, -1.826535, -0.812339], [-1.848130, 1.202452, -0.781419], [-1.322377, -0.351594, -1.446073], [-0.441660, 1.129738, -1.844911], [-1.692717, 0.229149, 1.597801], [-0.177304, -0.488921, 2.147758], [-1.158133, -1.322319, 0.934444], [-0.533722, 2.306668, 0.979600], [1.915386, -0.598327, 0.586169], [1.806156, 0.068456, -1.049891], [0.463419, -1.801881, -1.655456], [0.568832, -2.423300, -0.132408]], "atomic_forces_ev_per_a": [[0.2, 0.1, 0.3], [2.9, -2.7, -1.3], [0.2, 0.3, -0.2], [-3.6, 2.3, 1.2], [0.7, -0.2, -0.1], [-1.8, 1.0, 0.5], [-0.1, -0.3, -0.1], [-0.2, 0.0, 0.0], [-0.1, 0.0, 0.0], [0.0, 0.0, -0.1], [-0.1, 0.0, 0.1], [0.0, 0.0, 0.1], [-0.1, 0.0, 0.0], [2.0, -0.6, -0.4], [-0.1, 0.1, 0.0], [0.0, 0.1, 0.1], [0.0, -0.1, 0.1], [0.0, 0.0, -0.1]], "lowdin_charge": [-0.05, -0.52, -0.05, -0.30, 0.09, -0.21, 0.00, 0.08, 0.08, 0.09, 0.08, 0.09, 0.08, 0.16, 0.11, 0.11, 0.06, 0.06]}

***

[2]
{"formula": "C5H11NO", "method": "ωB97M-V with the def2-TZVPD basis set", "smiles": "C=N/C=C/CC.O", "multiplicity": 1, "orbital_gap_ev": 7.95, "relative_energy_kcal_mol": 99.0, "largest_force_ev_per_a": 4.01, "e_lumo_ha": -0.0093, "symbols": ["C", "N", "C", "C", "C", "C", "H", "H", "H", "H", "H", "H", "H", "H", "H", "O", "H", "H"], "positions_angstrom": [[-2.176884, 0.020634, 1.414700], [-1.894110, -0.061050, 0.175254], [-0.527150, 0.023799, -0.311950], [0.428367, 0.803191, 0.214306], [1.565546, 1.050704, -0.810060], [2.888324, 0.750158, -0.101262], [-2.203188, 0.855947, 2.134538], [-2.733456, -0.820558, 1.889260], [-0.531301, -0.509194, -1.247930], [0.490626, 1.569771, 0.975775], [1.466415, 0.373500, -1.670886], [1.476518, 2.105631, -1.104740], [3.095276, 1.336318, 0.807320], [3.726238, 1.071331, -0.740488], [2.921538, -0.308016, 0.088694], [-2.637282, -3.017958, -0.289307], [-2.638179, -2.049329, -0.190399], [-2.717294, -3.194880, -1.232830]], "atomic_forces_ev_per_a": [[-2.2, -0.2, 0.1], [1.8, -2.8, 1.7], [-2.5, 2.9, 1.1], [0.8, 0.0, -3.8], [0.2, -0.6, 1.9], [0.9, 1.3, -0.9], [1.6, 0.3, -0.3], [-0.5, 0.5, -0.6], [0.9, 0.1, -0.1], [-0.9, -0.6, 0.6], [0.0, 0.5, 0.1], [0.2, -0.3, -0.2], [-0.6, -0.3, 0.0], [0.0, -0.6, 0.0], [0.3, -0.4, 0.3], [-0.1, 0.0, 0.0], [0.2, 0.0, -0.2], [0.0, 0.1, 0.1]], "lowdin_charge": [-0.04, -0.04, -0.14, -0.09, -0.27, -0.13, 0.08, 0.08, 0.10, 0.11, 0.10, 0.11, 0.07, 0.07, 0.07, -0.09, -0.01, 0.03]}

***

[3]
{"formula": "C5H11NO", "method": "ωB97M-V with the def2-TZVPD basis set", "smiles": "CCCCC(N)=O", "multiplicity": 1, "orbital_gap_ev": 10.55, "relative_energy_kcal_mol": 26.4, "largest_force_ev_per_a": 2.97, "e_lumo_ha": 0.0336, "symbols": ["C", "C", "C", "C", "C", "N", "O", "H", "H", "H", "H", "H", "H", "H", "H", "H", "H", "H"], "positions_angstrom": [[2.072234, -0.724233, -1.773270], [1.993923, 0.599654, -0.961614], [1.041849, 0.433837, 0.274755], [-0.426835, 0.798677, -0.062563], [-1.429727, -0.004731, 0.782012], [-1.431331, -1.401640, 0.681837], [-2.321228, 0.545947, 1.356355], [2.548601, -1.440676, -1.104320], [1.053094, -1.091968, -1.948984], [2.550885, -0.658590, -2.745514], [1.798321, 1.413347, -1.652150], [2.925806, 0.638396, -0.405647], [1.414196, 1.158277, 0.983696], [1.066242, -0.616053, 0.560882], [-0.726027, 0.729061, -1.103276], [-0.612850, 1.766842, 0.398541], [-2.307155, -1.834838, 0.456791], [-0.516073, -1.807638, 0.617356]], "atomic_forces_ev_per_a": [[-1.0, 0.4, 0.8], [0.1, -2.1, 0.7], [-0.8, 0.7, -2.8], [0.2, -0.3, 2.6], [-0.3, -1.0, -1.5], [1.0, 1.3, 0.2], [-1.0, 0.8, 0.6], [0.2, -0.3, -0.4], [0.1, 0.0, -0.1], [0.3, 0.1, 0.1], [0.0, 0.5, 0.5], [0.7, 0.8, -0.8], [-0.1, -0.4, 0.8], [0.6, 0.1, 0.5], [0.1, 0.0, -0.1], [0.0, 0.5, -0.9], [0.2, -0.4, 0.4], [-0.4, -0.7, -0.6]], "lowdin_charge": [-0.11, -0.24, -0.19, -0.11, -0.54, 0.14, 0.07, 0.07, 0.06, 0.06, 0.10, 0.09, 0.10, 0.09, 0.12, 0.11, 0.10, 0.07]}

***

[4]
{"formula": "C5H11NO", "method": "ωB97M-V with the def2-TZVPD basis set", "smiles": "CC[C@H](C)NC=O", "multiplicity": 1, "orbital_gap_ev": 10.68, "relative_energy_kcal_mol": 32.7, "largest_force_ev_per_a": 3.86, "e_lumo_ha": 0.0332, "symbols": ["C", "C", "C", "C", "N", "C", "O", "H", "H", "H", "H", "H", "H", "H", "H", "H", "H", "H"], "positions_angstrom": [[-0.829141, -2.100549, -0.135565], [-1.004197, -0.581188, 0.129258], [0.265348, 0.291866, 0.235210], [0.458586, 0.901696, 1.631540], [0.111768, 1.266064, -0.865868], [0.849549, 1.139047, -2.001150], [1.543867, 0.161851, -2.206617], [-0.529838, -2.076483, -1.197728], [-1.720947, -2.699025, 0.063016], [-0.034195, -2.472281, 0.518177], [-1.398304, -0.547596, 1.175409], [-1.856371, -0.210799, -0.437872], [1.172939, -0.314328, 0.187229], [1.390197, 1.489518, 1.685429], [-0.273637, 1.508538, 2.131894], [0.763763, -0.022582, 2.182075], [0.221160, 2.203978, -0.473818], [0.869453, 2.062274, -2.620620]], "atomic_forces_ev_per_a": [[0.8, 1.5, -0.7], [-1.1, -1.5, 3.4], [-1.3, -0.1, -0.7], [1.8, -0.9, -0.1], [0.9, 1.5, 1.4], [1.5, -0.5, 0.6], [-0.6, 0.3, -0.8], [0.0, -1.1, 0.4], [0.0, 0.3, -0.3], [0.1, -0.1, -0.4], [-0.1, 0.0, -0.5], [0.6, 0.5, -0.5], [-0.1, 0.0, -1.0], [-0.2, 0.0, -0.4], [-0.9, -0.2, -0.1], [-0.8, 0.9, 0.4], [-0.6, -0.1, -0.6], [-0.2, -0.4, -0.1]], "lowdin_charge": [-0.10, -0.22, -0.38, -0.07, 0.03, -0.35, 0.02, 0.08, 0.07, 0.07, 0.10, 0.11, 0.13, 0.08, 0.07, 0.10, 0.13, 0.13]}